C4H7N2 | ωB97M-V/def2-TZVPD

Computed properties:
Energy relative to the best compared isomer or geometry (same formula, charge and spin) in eV: 7.448
DFT total energy in eV: -7228.291

Geometry as ORCA input:
```
! wB97M-V def2-TZVPD RIJCOSX def2/J DEFGRID3
* xyz 1 1
H 0.240 2.041 -0.496
H 0.928 -1.824 1.000
C -0.561 -0.941 -0.403
H 2.047 0.485 -0.651
H -0.145 1.470 1.136
H 1.410 -1.769 -0.611
C 1.345 0.118 0.089
C -1.003 0.446 -0.546
N -1.518 -0.447 0.370
N 0.011 1.298 0.134
H -1.665 0.940 -1.283
C 0.842 -1.199 -0.015
H -1.932 -0.619 1.277
*
```

Charges per atom according to natural (NBO) partitioning, unit e: number 1, H, carries 0.441; number 2, H, carries 0.277; number 3, C, carries 0.250; number 4, H, carries 0.199; number 5, H, carries 0.453; number 6, H, carries 0.286; number 7, C, carries 0.084; number 8, C, carries 0.049; number 9, N, carries -0.543; number 10, N, carries -0.598; number 11, H, carries 0.247; number 12, C, carries -0.595; number 13, H, carries 0.449